10
Properties=species:S:1:pos:R:3 method="wB97M-V/def2-TZVPD" s2=2.029 spin_multiplicity=3 max_force_ev_per_a=4.31 lumo_energy_ev="0.37 / -2.82" total_energy_ev=-13334.0803 de_lowest_kj_mol=158.10 total_charge=0
C 0.61 -1.07 0.34
C 0.17 -0.18 -0.54
C 0.28 1.28 -0.42
O -1.50 1.78 0.38
I 1.71 2.08 0.93
H 0.81 -2.10 0.11
H 1.21 -0.60 1.09
H -0.48 -0.64 -1.26
H -0.14 1.86 -1.23
H -1.15 1.44 1.17

---

11
Properties=species:S:1:pos:R:3 method="wB97M-V/def2-TZVPD" spin_multiplicity=1 max_force_ev_per_a=3.73 lumo_energy_ev="-0.54 / -1.35" total_energy_ev=-15382.3169 de_lowest_kj_mol=476.42 total_charge=0
C -0.43 1.17 0.65
C 0.84 -0.38 -0.74
C 0.73 0.36 0.57
O -1.54 1.45 0.51
O -1.67 -1.36 0.38
I -3.08 -0.40 -0.38
H 1.74 -0.91 -0.83
H 0.18 -1.12 -0.95
H 0.87 0.51 -1.38
H 1.67 0.97 0.63
H 0.70 -0.28 1.55

---

12
Properties=species:S:1:pos:R:3 method="wB97M-V/def2-TZVPD" spin_multiplicity=1 max_force_ev_per_a=5.71 lumo_energy_ev="-0.13 / -0.13" total_energy_ev=-17431.3867 de_lowest_kj_mol=299.22 total_charge=0
C 0.02 0.04 -0.04
C 1.88 -0.33 -1.37
C -2.15 0.07 1.01
O 0.43 1.08 0.49
O -1.66 0.95 1.87
O 0.57 -0.74 -0.85
I -2.25 -2.00 1.61
H 1.72 0.69 -1.93
H 2.35 -0.99 -2.16
H 2.62 -0.19 -0.53
H -2.87 0.47 0.25
H -0.66 0.96 1.65

---

10
Properties=species:S:1:pos:R:3 method="wB97M-V/def2-TZVPD" smiles="C[C@@H](I)C=S" spin_multiplicity=1 max_force_ev_per_a=2.84 lumo_energy_ev=-1.61 total_energy_ev=-22126.4375 de_lowest_kj_mol=56.98 total_charge=0
C -0.60 1.06 -0.07
C 0.28 -0.13 -0.38
I 2.49 0.69 0.06
C 0.04 -1.27 0.47
S 0.28 -2.82 -0.08
H -0.25 1.47 0.93
H -1.55 0.60 0.05
H -0.55 1.66 -0.95
H 0.30 -0.29 -1.51
H -0.43 -0.96 1.48

---

13
Properties=species:S:1:pos:R:3 method="wB97M-V/def2-TZVPD" s2=0.751 spin_multiplicity=2 max_force_ev_per_a=6.22 lumo_energy_ev="-9.20 / -9.36" total_energy_ev=-10378.3540 de_lowest_kj_mol=25.90 total_charge=+2
O 1.65 0.90 0.93
C 0.72 0.93 -0.07
C 2.19 -0.32 1.42
O 0.41 0.69 -1.29
O 0.26 -0.80 0.54
C 0.91 -1.07 1.75
H 2.76 -0.09 2.33
H 2.76 -0.80 0.61
H 0.31 -0.64 2.57
H 1.07 -2.15 1.90
H 0.69 2.05 -0.07
La -1.43 -0.85 -1.24
Li 0.27 -2.56 -0.32

---

14
Properties=species:S:1:pos:R:3 method="wB97M-V/def2-TZVPD" s2=0.750 spin_multiplicity=2 max_force_ev_per_a=1.38 lumo_energy_ev="-3.90 / -3.89" total_energy_ev=-17024.6781 de_lowest_kj_mol=0.00 total_charge=+1
Mg -1.28 1.71 -0.24
O -2.00 0.51 1.34
C -1.95 -0.69 1.54
H -1.64 -1.39 0.75
H -2.20 -1.09 2.54
C 1.49 0.99 0.28
O 1.60 0.03 -0.84
C 0.55 -0.38 -1.46
O -0.59 0.09 -1.34
O 0.79 -1.51 -2.09
Li 3.33 1.02 1.25
H 1.23 1.96 -0.18
H 0.69 0.60 0.95
H -0.02 -1.84 -2.50

---

14
Properties=species:S:1:pos:R:3 method="wB97M-V/def2-TZVPD" s2=0.754 spin_multiplicity=2 max_force_ev_per_a=3.33 lumo_energy_ev="-0.55 / -0.55" total_energy_ev=-12241.8431 de_lowest_kj_mol=18.92 total_charge=0
O -0.51 -0.36 1.29
O 1.63 -0.69 1.09
C 0.69 0.13 0.94
O 0.78 1.29 0.51
C -1.71 -0.04 0.59
C -1.74 -0.71 -0.77
H -2.51 -0.43 1.23
H -1.83 1.05 0.50
H -1.14 -1.63 -0.78
H -2.77 -1.01 -1.03
H -1.43 0.00 -1.55
O 3.74 0.57 -0.99
Li 2.84 -0.94 -0.33
Rb 3.96 2.77 -0.70

---

12
Properties=species:S:1:pos:R:3 method="wB97M-V/def2-TZVPD" s2=12.013 spin_multiplicity=7 max_force_ev_per_a=6.25 lumo_energy_ev="-10.46 / -10.74" total_energy_ev=-40629.1325 de_lowest_kj_mol=17.55 total_charge=+2
H 2.17 2.69 1.42
O 2.28 0.91 0.48
C 2.71 1.73 1.30
H 3.60 1.44 1.85
O 0.69 0.83 0.22
Mn 1.05 0.43 -1.57
O -0.93 -0.17 -1.17
C -1.86 -0.79 -0.47
C -2.34 -2.02 -0.68
H -2.20 -0.10 0.33
H -3.38 -2.22 -0.43
H -1.80 -2.75 -1.29

---

9
Properties=species:S:1:pos:R:3 method="wB97M-V/def2-TZVPD" spin_multiplicity=1 max_force_ev_per_a=5.44 lumo_energy_ev="-0.81 / -0.83" total_energy_ev=-4676.6324 de_lowest_kj_mol=504.12 total_charge=0
C -1.23 -0.81 -1.97
C -0.37 0.55 1.44
C 0.97 0.18 0.91
N -1.86 -1.23 -2.84
H -0.79 -0.47 -1.17
H -0.44 1.58 1.32
H 1.70 0.95 1.15
H 0.85 0.08 -0.17
H 1.16 -0.82 1.32

---

9
Properties=species:S:1:pos:R:3 method="wB97M-V/def2-TZVPD" smiles=CCC#N spin_multiplicity=1 max_force_ev_per_a=2.55 lumo_energy_ev=0.84 total_energy_ev=-4681.6976 de_lowest_kj_mol=15.39 total_charge=0
C -1.49 -0.50 0.00
C -0.52 0.69 0.00
C 0.85 0.14 -0.01
N 1.92 -0.33 0.01
H -1.46 -0.99 0.98
H -2.51 -0.09 -0.16
H -1.17 -1.27 -0.78
H -0.65 1.27 -0.89
H -0.67 1.38 0.83

---

9
Properties=species:S:1:pos:R:3 method="wB97M-V/def2-TZVPD" spin_multiplicity=1 max_force_ev_per_a=3.71 lumo_energy_ev=0.73 total_energy_ev=-4677.1217 de_lowest_kj_mol=456.90 total_charge=0
C 2.55 -1.62 -1.78
C 1.98 -0.90 -1.00
C -1.04 0.69 0.60
N -1.98 1.39 1.14
H 3.26 -2.17 -2.36
H -2.04 2.36 0.85
H 1.24 -0.39 -0.44
H -1.19 -0.37 1.10
H -2.77 1.02 1.89

---

9
Properties=species:S:1:pos:R:3 method="wB97M-V/def2-TZVPD" smiles="C=CN=C" spin_multiplicity=1 max_force_ev_per_a=4.82 lumo_energy_ev=0.43 total_energy_ev=-4679.7981 de_lowest_kj_mol=198.67 total_charge=0
C -0.69 1.51 -0.60
C -0.60 0.21 -0.27
N -0.03 -0.34 0.95
C 0.81 -1.36 0.89
H -0.89 1.89 -1.56
H -0.10 2.25 0.02
H -0.89 -0.51 -1.09
H 0.99 -2.02 1.66
H 1.39 -1.62 -0.01